Entry from the Open Molecules 2025 dataset: a molecular structure, C51H105B2INO16 in a non-equilibrium geometry (ωB97M-V/def2-TZVPD).

Each line ends with the Löwdin charge.
Geometry (Å):
C: -3.269 0.945 -1.290  -0.109
C: -2.851 -0.027 -0.150  -0.220
C: -1.300 -0.038 -0.032  -0.169
C: -0.639 -1.368 -0.437  -0.069
C: 0.571 -1.755 0.455  -0.361
C: 0.178 -3.142 1.060  -0.133
O: -0.955 -2.945 1.895  -0.123
C: -0.646 -2.913 3.275  -0.212
C: -1.347 -1.660 3.853  -0.187
C: -0.423 -0.836 4.781  -0.085
O: 0.775 -0.992 1.605  -0.065
B: 2.155 -1.123 2.067  -1.139
I: 3.124 0.894 2.506  0.638
O: 2.840 -1.761 0.935  -0.068
C: 1.978 -1.932 -0.202  -0.262
C: 2.479 -0.789 -1.193  -0.077
C: 1.807 0.574 -0.992  -0.166
C: 2.570 1.804 -1.554  -0.386
C: 4.094 1.750 -1.377  -0.096
C: 2.067 3.050 -0.751  -0.103
B: 2.285 -3.263 -1.005  -0.506
N: 1.245 -3.883 -1.854  0.182
O: 3.559 -3.864 -0.980  0.124
H: -4.348 0.870 -1.449  0.058
H: -2.708 0.659 -2.179  0.067
H: -3.042 1.950 -0.936  0.064
H: -3.240 -1.018 -0.400  0.090
H: -3.316 0.321 0.776  0.085
H: -1.045 0.252 0.988  0.087
H: -0.937 0.753 -0.691  0.083
H: -0.256 -1.231 -1.456  0.113
H: -1.348 -2.190 -0.482  0.109
H: 1.030 -3.591 1.585  0.141
H: -0.120 -3.858 0.286  0.113
H: 0.418 -2.785 3.478  0.075
H: -1.006 -3.819 3.773  0.108
H: -2.270 -1.916 4.384  0.100
H: -1.622 -1.015 3.017  0.084
H: 0.628 -0.925 4.507  0.053
H: -0.578 -1.067 5.841  0.064
H: -0.692 0.217 4.664  0.029
H: 2.285 -1.761 3.088  0.049
H: 3.559 -0.774 -1.067  0.109
H: 2.292 -1.157 -2.222  0.115
H: 1.559 0.768 0.049  0.062
H: 0.857 0.545 -1.530  0.089
H: 2.276 2.003 -2.589  0.112
H: 4.480 0.905 -1.963  0.064
H: 4.389 1.589 -0.342  0.044
H: 4.527 2.649 -1.823  0.067
H: 2.843 3.819 -0.852  0.062
H: 1.084 3.399 -1.071  0.046
H: 2.038 2.801 0.315  0.017
H: 1.160 -3.311 -2.692  0.077
H: 1.587 -4.788 -2.158  0.043
H: 3.846 -3.977 -1.893  0.072
C: -2.501 3.464 -3.419  -0.021
C: -1.068 3.026 -3.585  -0.483
O: -0.338 2.895 -2.632  0.069
C: -0.583 2.758 -4.990  -0.018
H: -2.710 3.613 -2.364  0.069
H: -2.670 4.405 -3.948  0.081
H: -3.169 2.694 -3.807  0.086
H: -0.671 3.663 -5.595  0.080
H: -1.174 1.960 -5.441  0.083
H: 0.461 2.452 -4.959  0.078
C: 0.544 -3.999 8.386  -0.025
C: 0.556 -4.126 6.882  -0.505
O: -0.410 -4.532 6.278  0.052
C: 1.820 -3.725 6.167  -0.011
H: -0.423 -4.319 8.768  0.077
H: 1.324 -4.628 8.819  0.083
H: 0.713 -2.960 8.673  0.083
H: 2.653 -4.344 6.508  0.086
H: 2.043 -2.674 6.360  0.091
H: 1.692 -3.863 5.096  0.074
C: -5.168 4.352 1.019  -0.034
C: -5.997 3.236 0.442  -0.495
O: -5.992 2.983 -0.743  0.027
C: -6.830 2.429 1.409  -0.024
H: -4.602 4.841 0.226  0.053
H: -5.815 5.085 1.506  0.077
H: -4.465 3.944 1.751  -0.104
H: -7.548 3.078 1.915  0.076
H: -6.183 1.957 2.149  0.075
H: -7.372 1.656 0.866  0.073
C: -4.903 7.483 -2.647  -0.023
C: -3.769 7.291 -1.670  -0.493
O: -3.721 6.325 -0.947  0.068
C: -2.698 8.353 -1.633  -0.017
H: -5.595 6.647 -2.566  0.083
H: -5.435 8.410 -2.425  0.080
H: -4.514 7.525 -3.666  0.080
H: -3.137 9.317 -1.367  0.082
H: -2.217 8.431 -2.609  0.083
H: -1.949 8.086 -0.889  0.064
C: 6.723 -4.265 -1.760  -0.014
C: 6.699 -4.206 -3.264  -0.494
O: 5.693 -4.478 -3.886  0.060
C: 7.969 -3.793 -3.962  -0.046
H: 5.748 -4.575 -1.398  0.059
H: 7.471 -4.986 -1.423  0.086
H: 6.953 -3.280 -1.352  0.097
H: 8.770 -4.492 -3.725  0.078
H: 8.258 -2.791 -3.646  0.089
H: 7.812 -3.792 -5.037  0.071
C: -0.317 5.542 2.753  -0.013
C: 0.203 6.533 1.744  -0.492
O: -0.532 7.320 1.188  0.054
C: 1.682 6.497 1.457  -0.013
H: -1.393 5.666 2.862  0.074
H: -0.110 4.526 2.411  0.089
H: 0.162 5.706 3.720  0.088
H: 1.962 5.516 1.067  0.075
H: 2.245 6.697 2.371  0.085
H: 1.926 7.256 0.716  0.080
C: 0.647 -7.875 5.730  -0.023
C: 2.113 -8.223 5.754  -0.508
O: 2.761 -8.167 6.776  0.055
C: 2.739 -8.643 4.448  -0.025
H: 0.328 -7.589 6.730  0.079
H: 0.475 -7.037 5.053  0.085
H: 0.063 -8.739 5.407  0.084
H: 2.650 -7.839 3.716  0.089
H: 2.242 -9.536 4.066  0.082
H: 3.793 -8.863 4.605  0.079
C: -3.474 3.623 4.719  0.013
C: -3.129 2.970 3.404  -0.392
O: -3.671 3.315 2.375  0.085
C: -2.089 1.882 3.424  0.008
H: -4.230 4.389 4.553  0.071
H: -3.866 2.880 5.416  0.093
H: -2.587 4.092 5.147  0.092
H: -2.421 1.061 4.059  0.084
H: -1.142 2.275 3.797  0.099
H: -1.938 1.506 2.413  0.075
C: -1.222 -5.428 -4.582  -0.020
C: 0.200 -5.902 -4.744  -0.498
O: 0.910 -6.091 -3.786  0.062
C: 0.700 -6.124 -6.151  -0.025
H: -1.443 -5.307 -3.523  0.085
H: -1.356 -4.467 -5.082  0.086
H: -1.910 -6.159 -5.010  0.081
H: 0.647 -5.193 -6.717  0.084
H: 0.094 -6.885 -6.646  0.081
H: 1.735 -6.460 -6.118  0.081
C: -5.916 -1.903 -3.008  -0.020
C: -5.092 -1.498 -4.204  -0.508
O: -3.904 -1.307 -4.110  0.068
C: -5.816 -1.339 -5.520  -0.030
H: -5.271 -1.977 -2.135  0.077
H: -6.688 -1.155 -2.817  0.087
H: -6.385 -2.872 -3.188  0.082
H: -6.584 -0.569 -5.432  0.083
H: -6.281 -2.284 -5.807  0.080
H: -5.106 -1.046 -6.290  0.077
C: -4.798 8.298 3.376  -0.016
C: -5.699 7.529 4.310  -0.506
O: -5.248 6.822 5.181  0.059
C: -7.186 7.678 4.109  -0.025
H: -3.759 8.099 3.630  0.082
H: -4.976 7.986 2.346  0.084
H: -4.989 9.368 3.470  0.083
H: -7.462 7.342 3.108  0.083
H: -7.477 8.723 4.233  0.082
H: -7.713 7.073 4.843  0.080
C: 12.002 -4.807 -6.656  -0.023
C: 11.300 -3.511 -6.333  -0.491
O: 10.331 -3.481 -5.613  0.067
C: 11.861 -2.254 -6.951  -0.023
H: 11.498 -5.627 -6.149  0.082
H: 11.980 -4.987 -7.732  0.084
H: 13.039 -4.765 -6.317  0.084
H: 11.833 -2.327 -8.039  0.084
H: 12.892 -2.106 -6.625  0.084
H: 11.265 -1.400 -6.638  0.083

Calculated values
E_HOMO   -4.56 eV
Total energy   -3612.336396 Ha
Energy above the lowest of the compared OMol25 structures with the same formula, charge and spin   0.0 kcal/mol
Orbital gap   6.39 eV
Maximum force   6.8 eV Å⁻¹
Charge   -1
LUMO energy   1.830 eV



Entry from the Open Molecules 2025 dataset: C14H32O6P2 in the gas phase in a non-equilibrium geometry (ωB97M-V/def2-TZVPD).

Each line ends with the Löwdin charge.
Geometry (Å):
C: -3.539 -1.242 -3.455  -0.039
C: -2.629 -1.626 -2.293  -0.472
C: -2.966 -3.011 -1.753  -0.034
O: -2.810 -0.664 -1.254  -0.183
P: -1.575 0.067 -0.530  0.531
O: -2.090 0.922 0.536  -0.227
C: -0.648 0.879 -1.897  -0.232
C: -0.062 2.188 -1.421  -0.230
P: 1.315 1.978 -0.231  0.516
O: 2.212 3.134 -0.107  -0.245
O: 2.024 0.651 -0.782  -0.192
C: 3.444 0.546 -0.635  -0.455
C: 3.900 -0.583 -1.548  -0.037
C: 3.823 0.303 0.819  -0.034
O: 0.707 1.488 1.166  -0.211
C: 0.565 2.442 2.225  -0.449
C: 0.268 1.656 3.494  -0.038
C: -0.541 3.436 1.907  -0.045
O: -0.596 -1.130 -0.105  -0.180
C: -0.426 -1.474 1.272  -0.450
C: 0.760 -2.426 1.332  -0.024
C: -1.694 -2.095 1.842  -0.036
H: -4.573 -1.235 -3.120  0.087
H: -3.290 -0.249 -3.820  0.073
H: -3.430 -1.955 -4.267  0.082
H: -1.582 -1.614 -2.618  0.132
H: -2.268 -3.277 -0.965  0.062
H: -3.973 -3.011 -1.344  0.090
H: -2.901 -3.749 -2.549  0.083
H: 0.140 0.213 -2.246  0.089
H: -1.355 1.062 -2.710  0.096
H: -0.832 2.786 -0.933  0.088
H: 0.351 2.763 -2.252  0.103
H: 3.885 1.499 -0.955  0.135
H: 4.980 -0.692 -1.493  0.082
H: 3.431 -1.516 -1.244  0.079
H: 3.618 -0.371 -2.575  0.080
H: 3.357 -0.609 1.186  0.071
H: 3.478 1.140 1.421  0.072
H: 4.902 0.219 0.913  0.087
H: 1.518 2.979 2.320  0.135
H: -0.700 1.170 3.397  0.082
H: 0.246 2.328 4.347  0.083
H: 1.031 0.899 3.659  0.080
H: -1.447 2.893 1.650  0.067
H: -0.237 4.056 1.065  0.074
H: -0.727 4.074 2.767  0.086
H: -0.199 -0.553 1.817  0.106
H: 1.006 -2.653 2.366  0.087
H: 0.526 -3.351 0.809  0.084
H: 1.617 -1.963 0.850  0.056
H: -1.575 -2.265 2.909  0.086
H: -2.527 -1.416 1.677  0.074
H: -1.910 -3.044 1.355  0.074

Calculated values
SMILES string   CC(C)OP(=O)(CCP(=O)(OC(C)C)OC(C)C)OC(C)C
E_HOMO   -10.35 eV
Total energy   -1687.007409 Ha
Energy above the lowest of the compared OMol25 structures with the same formula, charge and spin   0.0 kcal/mol
Orbital gap   11.08 eV
Maximum force   1.4 eV Å⁻¹
Charge   0
LUMO energy   0.731 eV



Entry from the Open Molecules 2025 dataset: a molecular structure, C22H56O14V2 in a non-equilibrium geometry (ωB97M-V/def2-TZVPD).

Each line ends with the Löwdin charge.
Geometry (Å):
O: 21.232 -18.284 -21.813  -0.288
V: 20.200 -19.502 -21.741  1.036
O: 19.788 -19.706 -20.196  -0.295
O: 17.954 -23.584 -21.742  -0.290
V: 18.068 -23.055 -23.234  0.954
O: 17.276 -24.120 -24.168  -0.303
C: 19.481 -20.854 -23.915  -0.828
O: 20.154 -19.797 -24.074  -0.050
O: 19.107 -21.141 -22.708  -0.161
O: 19.086 -21.712 -24.760  -0.053
C: 16.638 -22.322 -27.055  -0.067
C: 17.853 -23.146 -27.453  -0.481
C: 17.673 -23.712 -28.852  -0.055
O: 18.976 -22.272 -27.494  -0.062
H: 16.716 -21.933 -26.033  0.048
H: 15.675 -22.848 -27.039  0.088
H: 16.466 -21.506 -27.762  0.081
H: 17.953 -23.956 -26.724  0.119
H: 16.758 -24.296 -28.963  0.079
H: 18.512 -24.367 -29.095  0.077
H: 17.600 -22.911 -29.590  0.082
H: 19.061 -21.918 -26.595  0.023
C: 23.399 -16.537 -26.014  -0.058
C: 22.169 -17.421 -25.979  -0.499
C: 21.711 -17.808 -27.384  -0.048
O: 22.440 -18.576 -25.204  -0.066
H: 24.254 -17.130 -26.351  0.084
H: 23.691 -16.213 -25.011  0.079
H: 23.245 -15.636 -26.603  0.078
H: 21.377 -16.875 -25.447  0.137
H: 20.725 -18.275 -27.322  0.063
H: 22.404 -18.541 -27.796  0.071
H: 21.644 -16.949 -28.053  0.080
H: 21.624 -19.063 -25.037  0.033
C: 23.436 -22.825 -22.067  -0.030
C: 22.044 -22.221 -21.955  -0.438
C: 21.271 -22.902 -20.828  -0.020
O: 22.154 -20.823 -21.609  -0.067
H: 23.986 -22.344 -22.883  0.075
H: 23.352 -23.889 -22.286  0.079
H: 24.022 -22.701 -21.157  0.094
H: 21.540 -22.343 -22.917  0.114
H: 21.144 -23.949 -21.102  0.072
H: 20.264 -22.493 -20.735  0.062
H: 21.822 -22.809 -19.895  0.098
H: 22.847 -20.415 -22.148  0.119
C: 23.934 -23.194 -25.838  -0.043
C: 22.695 -22.326 -25.766  -0.446
C: 22.414 -21.501 -27.015  -0.033
O: 21.590 -23.248 -25.584  -0.080
H: 24.096 -23.668 -24.870  0.061
H: 24.815 -22.594 -26.077  0.088
H: 23.840 -23.929 -26.636  0.089
H: 22.754 -21.656 -24.901  0.121
H: 21.418 -21.065 -26.899  0.071
H: 22.377 -22.125 -27.910  0.096
H: 23.140 -20.704 -27.163  0.078
H: 20.792 -22.732 -25.782  0.053
C: 14.587 -20.285 -24.223  -0.038
C: 15.847 -20.537 -23.413  -0.442
C: 15.840 -19.837 -22.053  -0.017
O: 16.052 -21.959 -23.241  -0.096
H: 14.361 -19.219 -24.263  0.086
H: 13.692 -20.790 -23.850  0.090
H: 14.739 -20.616 -25.252  0.070
H: 16.679 -20.168 -24.015  0.117
H: 16.823 -19.895 -21.592  0.068
H: 15.053 -20.267 -21.433  0.091
H: 15.590 -18.791 -22.237  0.088
H: 15.240 -22.305 -22.853  0.124
C: 17.160 -18.660 -26.827  -0.046
C: 17.802 -17.505 -26.054  -0.480
C: 16.887 -16.306 -25.917  -0.048
O: 18.096 -17.957 -24.726  -0.064
H: 17.115 -18.421 -27.894  0.089
H: 16.169 -18.917 -26.453  0.071
H: 17.826 -19.522 -26.754  0.067
H: 18.730 -17.246 -26.578  0.121
H: 16.424 -16.093 -26.881  0.082
H: 17.385 -15.439 -25.494  0.080
H: 16.074 -16.628 -25.260  0.079
H: 18.773 -18.645 -24.767  0.034
C: 19.600 -26.477 -24.848  -0.038
C: 20.030 -25.805 -23.558  -0.441
C: 21.458 -26.167 -23.185  -0.037
O: 19.910 -24.384 -23.730  -0.128
H: 18.604 -26.157 -25.152  0.070
H: 19.631 -27.563 -24.752  0.086
H: 20.282 -26.196 -25.657  0.091
H: 19.368 -26.100 -22.742  0.146
H: 21.662 -27.237 -23.235  0.087
H: 21.687 -25.866 -22.162  0.068
H: 22.126 -25.672 -23.897  0.082
H: 20.570 -24.104 -24.399  0.063

Calculated values
E_HOMO   -9.84 eV
Total energy   -3813.342739 Ha
Orbital gap   8.34 eV
Maximum force   3.1 eV Å⁻¹
Charge   0
LUMO energy   -1.499 eV